Record 1
Molecular formula: C13H17IMnO2
Method: DFT, ωB97M-V/def2-TZVPD

Its expectation value of S² is 8.76. Its orbital gap (spin up / spin down) is 2.80 / 3.04 eV. Its spin multiplicity is 6. Its total energy is -2103.943414 Ha. As for the charge: +2. The HOMO energy (spin up / spin down) comes out at -14.4 / -14.4 eV.

Last column: Mulliken charge in e.
Atoms and positions in Å:
C: 2.2898 -1.2854 -1.2316  -1.21
C: 2.6304 -0.7564 0.1663  -0.39
C: 3.2934 0.6118 0.1630  -0.38
I: 3.7965 1.0791 2.2198  0.14
C: 2.4318 1.7634 -0.2679  0.23
O: 2.7867 2.8958 -0.2778  -0.54
O: 1.1438 1.4361 -0.6347  -0.11
C: 0.2859 2.5255 -0.4396  -1.12
C: -1.2014 2.0897 -0.4104  -0.04
C: -1.5094 0.7177 -0.0686  0.40
C: -2.3780 0.0019 -0.9108  -0.91
C: -2.7260 -1.3068 -0.6470  -0.90
C: -2.2262 -1.9286 0.5070  0.88
C: -2.6159 -3.3265 0.8392  -1.39
C: -1.3521 -1.2221 1.3514  -0.66
C: -1.0021 0.0792 1.0800  -0.24
H: 1.7622 -0.5649 -1.8500  0.31
H: 3.1977 -1.5757 -1.7519  0.40
H: 1.6519 -2.1590 -1.1214  0.31
H: 3.3357 -1.4588 0.6021  0.53
H: 1.7632 -0.7769 0.8197  0.18
H: 4.2290 0.5978 -0.3814  0.56
H: 0.5338 2.9942 0.5245  0.73
H: 0.4090 3.2558 -1.2549  0.58
H: -1.6986 2.7664 0.4471  0.33
H: -1.6880 2.3425 -1.3521  0.63
H: -2.7917 0.4757 -1.7899  0.34
H: -3.3746 -1.8527 -1.3107  0.46
H: -2.7673 -3.4220 1.9108  0.40
H: -3.5692 -3.5552 0.3749  0.42
H: -1.8430 -4.0140 0.5007  0.31
H: -0.9672 -1.6922 2.2432  0.46
H: -0.3320 0.6034 1.7486  0.36
Mn: -1.4981 4.6614 0.2023  0.94

Force components x, y, z for each atom (eV/Å):
C -0.01 0.12 0.24
C 0.22 -0.35 -0.55
C -0.67 -0.59 0.57
I 0.01 0.03 -0.15
C 1.00 -0.38 -0.20
O -0.11 0.94 -0.09
O -0.55 -0.02 0.54
C -0.35 0.18 0.21
C 0.78 -0.46 -0.84
C -0.41 -0.11 0.26
C -0.61 -0.49 -0.22
C 0.49 0.60 0.16
C -0.04 -0.31 -0.04
C -0.45 0.55 0.11
C 0.22 0.63 0.03
C 0.05 -0.30 0.18
H -0.08 0.08 -0.04
H 0.04 -0.09 -0.12
H 0.03 -0.15 -0.14
H 0.09 -0.01 0.18
H -0.17 0.22 0.05
H 0.12 0.25 -0.12
H 0.21 0.15 0.02
H 0.08 0.23 -0.01
H -0.26 0.21 0.18
H -0.16 0.06 -0.05
H 0.01 0.11 -0.09
H -0.12 -0.03 -0.11
H 0.27 -0.18 0.15
H 0.04 -0.28 -0.25
H 0.02 -0.20 0.03
H 0.03 -0.14 0.06
H 0.04 0.04 0.07
Mn 0.24 -0.31 -0.02

***

Record 2
Molecular formula: C5H13NO
Method: DFT, ωB97M-V/def2-TZVPD

Its orbital gap is 9.26 eV. For the relative energy (zero: lowest compared OMol25 entry of this formula, charge and spin), the calculation gives 175.7 kJ/mol. Its spin multiplicity is 1. Its total energy is -328.251940 Ha. The HOMO energy comes out at -8.8 eV. As for the SMILES: C=CC[C@@H](C)N.O.

Last column: Mulliken charge in e.
Atoms and positions in Å:
C: 2.2102 0.4735 -1.3528  -0.96
C: 1.0192 -0.0095 -0.9945  0.07
C: -0.2090 0.7941 -0.8628  -0.60
C: -0.8203 0.5432 0.5642  0.22
C: -1.4038 1.7827 1.2436  -1.31
N: -1.9557 -0.3970 0.4907  -0.65
H: 3.1427 -0.0661 -1.3887  0.26
H: 2.3812 1.5141 -1.6491  0.25
H: 0.9518 -1.0637 -0.7019  0.35
H: -0.0556 1.8438 -1.0701  0.35
H: -1.0405 0.5352 -1.5084  0.28
H: -0.0483 0.0664 1.1809  0.37
H: -0.7819 2.6916 1.0577  0.33
H: -2.3843 2.0177 0.8431  0.32
H: -1.4400 1.6649 2.3202  0.32
H: -1.7042 -1.3050 0.8563  0.24
H: -2.3260 -0.5031 -0.4433  0.22
O: 1.1937 -2.5248 0.5731  -0.62
H: 2.1025 -2.7339 0.3493  0.29
H: 0.9338 -3.4601 0.6872  0.29

Force components x, y, z for each atom (eV/Å):
C -0.09 0.75 -0.17
C 1.08 -0.47 -0.64
C -1.06 0.26 1.18
C -0.70 0.11 -0.28
C 1.42 1.30 -0.48
N 0.26 -0.58 0.37
H -0.10 -0.64 0.13
H -0.48 -0.15 0.17
H -0.13 0.64 -0.29
H 0.40 0.39 0.19
H 0.18 -0.42 -0.67
H -0.14 0.32 0.01
H -0.20 -0.57 0.16
H -0.20 -0.18 0.05
H -0.31 -0.18 0.14
H -0.07 -0.08 -0.21
H 0.09 -0.06 0.01
O 0.05 -1.85 0.34
H 0.69 0.78 -0.18
H -0.70 0.61 0.18

***

Record 3
Molecular formula: C8H12O4S
Method: DFT, ωB97M-V/def2-TZVPD

Its orbital gap is 10.72 eV. For the relative energy (zero: lowest compared OMol25 entry of this formula, charge and spin), the calculation gives 40.8 kJ/mol. Its spin multiplicity is 1. Its total energy is -1011.106797 Ha. The HOMO energy comes out at -10.1 eV. As for the SMILES: C[C@@H]1[C@@H]2[C@@H]3O[C@H]1C[C@]3(C)OS2(=O)=O.

Last column: Mulliken charge in e.
Atoms and positions in Å:
C: 0.5645 -1.9521 1.8349  -1.35
C: 0.7937 -0.6378 1.0567  -0.24
C: -0.2130 0.3693 1.4711  -0.25
C: -1.1964 0.3836 0.1051  -0.64
O: -0.9891 -0.8436 -0.4309  -0.50
C: 0.4518 -0.8923 -0.4531  0.18
C: 0.8454 0.4291 -1.1450  -1.50
C: -0.3310 1.4170 -0.7264  1.47
C: -1.1233 1.9843 -1.8854  -1.59
O: 0.1690 2.4418 0.0324  -0.48
S: 0.3779 2.0558 1.6084  1.19
O: 1.7621 2.1896 2.0596  -0.63
O: -0.6565 2.8492 2.2193  -0.66
H: -0.5459 -2.1279 1.7532  0.28
H: 0.8945 -1.9334 2.8880  0.39
H: 1.1548 -2.6551 1.0776  0.30
H: 1.8847 -0.4233 1.3104  0.47
H: -1.0524 0.1181 2.2834  0.49
H: -2.2196 0.6604 0.4314  0.60
H: 0.7125 -1.8652 -0.9565  0.57
H: 1.7579 0.7914 -0.8490  0.52
H: 0.8201 0.2952 -2.2766  0.32
H: -1.9274 2.7588 -1.5945  0.36
H: -1.6168 1.1298 -2.4952  0.32
H: -0.3162 2.4852 -2.5042  0.39

Force components x, y, z for each atom (eV/Å):
C -0.13 -0.86 -2.50
C 1.63 -2.17 1.36
C -3.31 0.60 0.13
C 1.83 2.51 2.56
O -0.15 -0.83 -0.62
C 0.10 0.69 0.09
C -3.30 -1.18 -2.92
C -1.08 -2.83 -1.12
C -0.12 0.42 -1.42
O 1.18 1.00 1.37
S -0.43 0.83 0.86
O -2.07 -0.43 -1.25
O 0.65 -0.39 0.43
H 1.18 -0.47 0.29
H 0.01 -0.16 -0.69
H -1.27 0.48 2.51
H -1.42 0.52 -0.94
H 2.70 0.60 -1.08
H 0.51 -0.40 -0.85
H 0.16 1.12 0.80
H 2.21 0.90 0.68
H 0.18 0.22 1.36
H 1.38 -1.30 -0.23
H 0.91 1.45 1.02
H -1.34 -0.32 0.16

***

Record 4
Molecular formula: C33H67CuO9
Method: DFT, ωB97M-V/def2-TZVPD

Its expectation value of S² is 0.75. Its orbital gap (spin up / spin down) is 9.44 / 7.60 eV. Its spin multiplicity is 2. Its total energy is -3614.775371 Ha. As for the charge: +1. The HOMO energy (spin up / spin down) comes out at -11.2 / -11.2 eV.

Last column: Mulliken charge in e.
Atoms and positions in Å:
Cu: 11.5541 11.8762 9.6144  0.02
C: 14.1331 12.7454 9.7885  -0.23
O: 13.3000 11.7589 9.2899  -0.52
H: 15.0505 12.8197 9.1909  0.31
H: 13.6359 13.7555 9.7453  -0.15
H: 14.4518 12.4949 10.7662  0.37
C: 9.6072 7.9196 9.0435  -0.99
C: 10.8755 7.9338 8.0835  -0.57
C: 11.6561 9.1207 8.5466  -0.34
O: 10.6279 10.0943 8.9652  0.17
C: 9.5757 9.2845 9.6617  0.06
H: 9.7109 7.2036 9.8107  0.39
H: 8.6954 7.6935 8.5205  0.30
H: 10.5557 8.1996 7.0960  0.33
H: 11.4894 7.0073 8.1932  0.32
H: 12.2776 9.5697 7.7532  0.39
H: 12.3407 8.8883 9.4024  -0.03
H: 8.6430 9.8170 9.4312  0.50
H: 9.7683 9.2112 10.7197  -0.39
C: 13.9408 7.4064 12.3764  -0.30
C: 14.2343 8.4779 13.4228  -0.19
C: 13.2130 8.2124 14.4854  -0.65
O: 11.9611 7.8742 13.6733  -0.41
C: 12.5772 6.8642 12.7915  -0.43
H: 14.7267 6.6189 12.3774  0.33
H: 13.9587 7.8353 11.3704  0.05
H: 14.1716 9.4799 13.0424  0.03
H: 15.2743 8.4112 13.8004  0.38
H: 13.0776 9.0466 15.1384  0.39
H: 13.4791 7.3498 15.1382  0.31
H: 11.8936 6.6038 11.9800  0.25
H: 12.6604 5.9657 13.4629  0.29
C: 9.8408 15.7475 8.6673  -0.41
C: 8.7827 14.7233 8.2921  -0.84
C: 9.5244 13.3678 8.0962  -0.27
O: 10.8454 13.5483 8.7430  0.25
C: 11.0580 14.9602 9.1440  0.46
H: 9.4995 16.3800 9.5269  0.25
H: 10.1073 16.3834 7.8096  0.38
H: 8.2803 14.8906 7.3193  0.36
H: 8.0217 14.6137 9.0791  0.28
H: 9.6226 13.0332 7.0376  0.44
H: 9.0691 12.5415 8.6104  -0.02
H: 12.0426 15.2796 8.8194  -0.03
H: 11.1074 14.9323 10.1983  -0.69
C: 14.5792 15.1621 14.7845  0.32
C: 13.7622 15.0319 16.0291  -0.88
C: 12.3717 14.5615 15.4742  -0.53
O: 12.6838 13.9643 14.1827  -0.17
C: 14.0830 14.0183 13.9434  -0.15
H: 15.6706 15.1250 14.9283  0.14
H: 14.3623 16.0948 14.2807  -0.18
H: 13.6179 15.9412 16.6386  0.35
H: 14.1232 14.2183 16.6930  0.31
H: 11.6949 15.3856 15.2676  0.32
H: 11.9123 13.8427 16.2154  0.23
H: 14.2048 14.1015 12.8797  -0.17
H: 14.5831 13.1100 14.2575  0.35
C: 8.9829 12.2603 13.0686  -0.73
C: 9.4818 10.7903 13.0046  -0.60
C: 10.9066 11.0332 12.5240  -0.23
O: 10.6762 11.9594 11.4693  0.74
C: 9.6381 12.9013 11.8877  0.04
H: 9.2387 12.6981 14.0109  0.35
H: 7.9756 12.4462 12.8513  0.39
H: 8.9648 10.1734 12.2862  0.30
H: 9.5018 10.4108 13.9810  0.51
H: 11.4804 10.1433 12.2154  -0.20
H: 11.5646 11.4368 13.2988  0.17
H: 8.9995 13.0297 11.0096  0.10
H: 10.1296 13.8553 12.0496  -0.09
C: 12.5697 19.1312 11.3361  -0.78
C: 12.5933 18.0047 12.4238  -0.44
C: 12.8724 16.7561 11.6582  0.61
O: 12.7947 17.0120 10.3099  -0.03
C: 13.2111 18.3972 10.1519  -0.54
H: 13.0782 20.0738 11.6380  0.33
H: 11.5306 19.4653 11.0764  0.27
H: 11.5574 17.8076 12.8549  0.26
H: 13.2392 18.3176 13.2148  0.44
H: 12.2380 15.9054 11.8509  -0.31
H: 13.8741 16.3609 11.8014  -0.36
H: 12.7663 18.7501 9.2067  0.28
H: 14.2782 18.4108 10.1671  0.33
C: 15.4903 17.6160 7.0810  -0.58
C: 14.5182 17.1822 6.0049  -0.56
C: 14.7103 15.7051 5.8717  -0.34
O: 15.3638 15.2798 7.0838  -0.45
C: 15.4095 16.4370 8.0201  1.03
H: 15.2045 18.4876 7.6368  0.36
H: 16.4810 17.8316 6.6618  0.33
H: 14.5866 17.8033 5.0888  0.41
H: 13.4950 17.4179 6.2553  0.14
H: 15.3401 15.4480 4.9766  0.26
H: 13.7753 15.1002 5.8767  0.16
H: 16.2771 16.3762 8.7382  -0.13
H: 14.4749 16.4931 8.5262  -0.62
C: 17.8714 16.0396 12.6148  -0.05
C: 18.5950 15.7580 11.3043  -0.61
C: 18.0192 14.3631 11.1367  0.05
O: 18.0005 13.7230 12.4045  -0.46
C: 18.1495 14.7543 13.3588  -0.44
H: 16.7952 16.2554 12.4131  -0.25
H: 18.2604 16.9176 13.1443  0.42
H: 19.6632 15.6627 11.5068  0.31
H: 18.4223 16.5090 10.5315  0.32
H: 18.4764 13.7637 10.3420  0.39
H: 16.9635 14.4762 10.8045  -0.23
H: 19.1550 14.8212 13.6847  0.38
H: 17.4612 14.5446 14.1831  0.22

Force components x, y, z for each atom (eV/Å):
Cu -0.05 0.11 0.22
C 0.12 0.98 -1.18
O -0.23 -0.58 -0.48
H -0.19 0.11 -0.20
H 0.43 -0.64 0.25
H 0.17 0.06 1.44
C 1.11 0.16 -1.31
C -0.51 -0.49 1.38
C 0.76 0.60 0.74
O 0.19 -1.24 0.47
C 0.12 1.35 -1.19
H 0.24 -1.00 0.80
H -0.25 -0.08 -0.40
H -0.16 -0.67 -0.75
H -0.70 0.66 -0.60
H -0.42 0.05 0.42
H -0.63 0.28 -0.44
H 0.26 -0.07 0.43
H 0.22 0.41 0.30
C 0.69 -0.42 -0.53
C 1.39 -0.48 0.44
C -1.33 -0.85 -0.52
O 2.64 -0.04 0.46
C -0.88 -0.43 1.44
H -0.63 0.38 0.07
H -0.22 -0.08 0.06
H -0.42 0.51 -0.33
H -0.53 -0.15 -0.03
H -0.72 0.63 0.25
H -0.27 0.28 -0.61
H 0.02 0.29 0.08
H 0.20 0.49 -0.88
C 0.38 0.78 0.31
C -0.42 -1.48 -0.75
C 0.77 0.70 0.15
O -0.74 0.39 -0.79
C -0.20 -1.04 -0.62
H 0.23 -0.31 -1.00
H -0.16 -0.13 0.39
H 0.09 0.47 0.74
H 0.22 0.09 -0.32
H 0.36 0.61 0.66
H -0.47 -0.34 0.35
H -0.16 0.05 -0.50
H -0.02 0.05 1.29
C 1.13 0.43 -0.46
C -1.50 -0.49 1.05
C 1.03 -0.53 0.29
O -0.82 -0.25 0.67
C -0.22 -0.15 0.38
H -0.47 -0.01 0.13
H -0.11 0.41 -0.13
H 0.36 -0.34 -0.34
H 0.07 0.56 -0.36
H -0.15 0.11 0.19
H 0.26 0.53 -1.11
H 0.25 0.28 -0.55
H 0.03 -0.55 0.15
C 0.48 -0.69 -0.70
C 0.70 1.50 -0.26
C 0.09 -0.86 0.52
O 0.47 0.49 -0.59
C 1.49 0.12 -1.03
H 0.28 0.34 0.44
H -1.90 -0.39 0.48
H -0.39 -0.15 0.10
H -0.31 -1.06 1.22
H -0.61 0.22 -0.58
H -0.30 0.59 0.08
H -0.21 -0.17 0.18
H 0.04 0.19 0.39
C -0.57 0.24 0.09
C -2.98 0.92 0.19
C 1.78 -1.66 0.50
O -0.57 1.73 -1.84
C -1.88 -0.26 -0.37
H -0.01 -0.85 -0.15
H 0.82 -0.57 0.18
H 1.19 0.92 -0.20
H 0.62 -0.44 0.53
H -0.56 -0.13 0.45
H 0.61 -0.01 0.67
H 0.65 -0.19 0.17
H 0.91 0.31 -0.11
C 0.30 0.02 0.16
C -0.81 1.87 -1.10
C 0.31 -1.43 -0.06
O 0.64 0.85 1.14
C 1.66 -0.95 -1.48
H -0.39 0.76 0.00
H -0.06 -0.44 0.20
H 0.58 -0.73 0.14
H -0.47 -0.11 0.77
H -0.49 -0.01 0.91
H 0.36 0.64 -0.62
H -0.91 -0.40 -0.82
H -0.72 -0.14 0.81
C -0.30 1.57 0.32
C -0.10 -0.45 0.84
C -1.16 -0.20 -2.04
O 0.46 -0.11 -0.60
C -1.50 0.35 0.13
H 0.57 -0.42 0.21
H -0.01 -0.18 0.02
H 0.11 0.23 -0.15
H -0.12 -0.42 -0.12
H 0.32 -0.19 0.54
H 0.27 -0.02 0.05
H 1.13 -0.26 0.73
H 0.33 0.08 0.02

***

Record 5
Molecular formula: C4H12O3
Method: DFT, ωB97M-V/def2-TZVPD

Its orbital gap is 9.60 eV. For the relative energy (zero: lowest compared OMol25 entry of this formula, charge and spin), the calculation gives 266.3 kJ/mol. Its spin multiplicity is 1. Its total energy is -385.220332 Ha. The HOMO energy comes out at -9.2 eV. As for the SMILES: C=CC=C.O.O.O.

Last column: Mulliken charge in e.
Atoms and positions in Å:
C: 0.5441 -0.2805 -3.5277  -0.70
C: -0.1849 0.2209 -2.4795  -0.22
C: -0.0926 -0.1579 -1.0623  0.43
C: -0.2831 0.7139 -0.0552  -0.70
H: 1.0543 -1.2714 -3.4303  0.25
H: 0.4358 0.2275 -4.4858  0.27
H: -0.8410 1.1037 -2.5920  0.28
H: -0.1376 -1.3273 -0.9833  -0.06
H: -0.5493 0.6892 0.9437  0.26
H: -0.5558 1.7799 -0.4432  0.14
O: -1.7490 -2.8553 0.9136  -0.66
H: -0.9410 -2.5862 0.3929  0.33
H: -1.4571 -2.8974 1.9142  0.33
O: 0.3776 -0.5644 2.8250  -0.65
H: -0.4919 -0.4567 2.4177  0.35
H: 0.9495 0.2898 2.6265  0.40
O: 1.2562 2.0906 2.3121  -0.63
H: 1.1453 2.6556 3.1164  0.30
H: 1.5204 2.6260 1.5975  0.30

Force components x, y, z for each atom (eV/Å):
C -1.72 -0.16 1.79
C 1.37 0.74 -1.14
C -1.12 -2.66 0.77
C -1.11 2.22 -4.04
H -0.11 1.26 -0.17
H 0.18 -0.49 0.09
H 0.64 -0.30 -0.44
H 0.70 2.22 0.52
H 0.23 -0.98 1.65
H 0.89 -1.64 0.57
O 1.79 0.28 2.10
H -1.18 -0.45 1.22
H -0.57 0.17 -3.19
O 1.57 1.78 -0.22
H 0.43 0.24 0.12
H -2.07 -2.34 0.33
O -0.66 -0.41 2.51
H 0.23 -0.60 -1.22
H 0.52 1.11 -1.23

***

Record 6
Molecular formula: C3H6N2O
Method: DFT, ωB97M-V/def2-TZVPD

Its orbital gap is 10.01 eV. For the relative energy (zero: lowest compared OMol25 entry of this formula, charge and spin), the calculation gives 332.3 kJ/mol. Its spin multiplicity is 1. Its total energy is -302.566526 Ha. The HOMO energy comes out at -9.4 eV. As for the SMILES: O[C@H]1C=NNC1.

Last column: Mulliken charge in e.
Atoms and positions in Å:
O: 1.8822 0.0342 -0.3803  -0.56
C: 0.7550 0.0532 0.5315  0.17
C: -0.2049 1.2010 0.1540  -0.18
N: -1.3853 0.8105 -0.0845  -0.36
N: -1.3915 -0.6351 -0.2116  -0.31
C: -0.1300 -1.1616 0.2877  -0.75
H: 1.5311 -0.0904 -1.2718  0.34
H: 1.2780 0.1941 1.4991  0.33
H: 0.1572 2.2151 -0.0719  0.39
H: -1.2437 -0.8719 -1.1597  0.33
H: 0.4322 -1.4970 -0.6395  0.24
H: -0.2953 -2.0060 0.9206  0.36

Force components x, y, z for each atom (eV/Å):
O -0.15 0.26 0.22
C 1.20 0.90 -0.03
C 0.68 -0.82 0.55
N 0.36 -0.22 -1.91
N -0.76 0.08 1.92
C 1.51 0.26 -2.06
H 0.15 0.11 0.06
H -0.77 -0.15 -0.33
H -0.49 -0.25 0.87
H -1.36 0.71 -1.50
H -0.71 -0.83 1.18
H 0.35 -0.05 1.01